Model P:
9 unconnected molecules or ions with the total composition C27H40O27, computed with the ωB97M-V functional and the def2-TZVPD basis.

E_HOMO = -0.3806 hartree
Kohn-Sham gap = 10.334 eV
LUMO energy = -0.001 Eh
SMILES string = COC(=O)OC.COC(=O)OC.O=C1OCCO1.O=C1OCCO1.O=C1OCCO1.O=C1OCCO1.O=C1OCCO1.O=C1OCCO1.O=C1OCCO1

Each atom is followed by the atoms it is bonded to, with distances in Å.
Cartesian coordinates (Å):
1 C -2.509 2.879 -2.304  O2 1.435, H7 1.085, H8 1.092, H9 1.089
2 O -3.896 3.241 -2.369  C1 1.435, C3 1.330
3 C -4.495 3.206 -1.182  O2 1.330, O4 1.196, O5 1.317
4 O -3.942 3.248 -0.123  C3 1.196
5 O -5.798 3.185 -1.374  C3 1.317, C6 1.454
6 C -6.622 3.058 -0.182  O5 1.454, H10 1.090, H11 1.084, H12 1.085
7 H -2.165 2.675 -3.313  C1 1.085
8 H -2.433 1.970 -1.704  C1 1.092
9 H -1.899 3.634 -1.811  C1 1.089
10 H -6.584 1.989 0.023  C6 1.090
11 H -7.641 3.307 -0.454  C6 1.084
12 H -6.172 3.653 0.606  C6 1.085
13 C -5.777 -0.122 -1.793  O14 1.424, H19 1.090, H20 1.086, H21 1.095
14 O -5.610 -1.509 -2.071  C13 1.424, C15 1.333
15 C -4.459 -2.119 -1.791  O14 1.333, O16 1.207, O17 1.306
16 O -3.566 -1.570 -1.191  C15 1.207
17 O -4.539 -3.345 -2.231  C15 1.306, C18 1.415
18 C -3.576 -4.335 -1.922  O17 1.415, H22 1.087, H23 1.093, H24 1.088
19 H -5.689 0.100 -0.730  C13 1.090
20 H -6.743 0.123 -2.223  C13 1.086
21 H -4.967 0.373 -2.339  C13 1.095
22 H -3.877 -4.912 -1.051  C18 1.087
23 H -2.593 -3.880 -1.773  C18 1.093
24 H -3.446 -4.967 -2.798  C18 1.088
25 O 1.751 -0.918 2.155  C26 1.201
26 C 1.129 -0.766 1.140  O25 1.201, O27 1.320, O30 1.349
27 O 0.080 0.015 0.966  C26 1.320, C28 1.447
28 C -0.521 -0.343 -0.300  O27 1.447, C29 1.527, H31 1.090, H32 1.086
29 C 0.672 -0.832 -1.116  C28 1.527, O30 1.434, H33 1.088, H34 1.087
30 O 1.485 -1.317 -0.039  C26 1.349, C29 1.434
31 H -1.232 -1.149 -0.117  C28 1.090
32 H -1.065 0.506 -0.703  C28 1.086
33 H 1.162 -0.074 -1.724  C29 1.088
34 H 0.369 -1.698 -1.698  C29 1.087
35 O -0.256 3.039 -0.435  C36 1.184
36 C 0.480 3.961 -0.536  O35 1.184, O37 1.358, O40 1.354
37 O 0.385 4.855 -1.554  C36 1.358, C38 1.420
38 C 1.468 5.770 -1.482  O37 1.420, C39 1.529, H41 1.089, H42 1.087
39 C 2.132 5.474 -0.138  C38 1.529, O40 1.421, H43 1.091, H44 1.089
40 O 1.395 4.372 0.373  C36 1.354, C39 1.421
41 H 2.169 5.528 -2.279  C38 1.089
42 H 1.171 6.816 -1.487  C38 1.087
43 H 2.004 6.298 0.566  C39 1.091
44 H 3.197 5.276 -0.254  C39 1.089
45 O -1.222 1.244 6.249  C46 1.193
46 C -0.888 0.235 5.707  O45 1.193, O47 1.384, O50 1.318
47 O 0.446 -0.091 5.537  C46 1.384, C48 1.423
48 C 0.488 -1.500 5.347  O47 1.423, C49 1.518, H51 1.094, H52 1.092
49 C -0.880 -1.806 4.763  C48 1.518, O50 1.418, H53 1.096, H54 1.093
50 O -1.662 -0.718 5.227  C46 1.318, C49 1.418
51 H 1.217 -1.890 4.630  C48 1.094
52 H 0.790 -1.985 6.277  C48 1.092
53 H -1.296 -2.759 5.109  C49 1.096
54 H -0.987 -1.962 3.687  C49 1.093
55 O 4.718 1.742 0.168  C56 1.198
56 C 4.708 0.788 0.892  O55 1.198, O57 1.341, O60 1.345
57 O 4.921 0.808 2.217  C56 1.341, C58 1.430
58 C 4.952 -0.523 2.741  O57 1.430, C59 1.520, H61 1.092, H62 1.085
59 C 4.812 -1.384 1.496  C58 1.520, O60 1.432, H63 1.089, H64 1.093
60 O 4.589 -0.465 0.421  C56 1.345, C59 1.432
61 H 5.982 -0.724 3.042  C58 1.092
62 H 4.205 -0.625 3.521  C58 1.085
63 H 4.096 -2.187 1.664  C59 1.089
64 H 5.779 -1.810 1.218  C59 1.093
65 O 3.618 2.179 5.917  C66 1.186
66 C 2.920 2.448 4.996  O65 1.186, O67 1.351, O70 1.351
67 O 2.622 1.632 3.962  C66 1.351, C68 1.432
68 C 1.651 2.221 3.090  O67 1.432, C69 1.527, H71 1.092, H72 1.087
69 C 1.328 3.530 3.807  C68 1.527, O70 1.423, H73 1.090, H74 1.087
70 O 2.364 3.659 4.773  C66 1.351, C69 1.423
71 H 2.116 2.419 2.122  C68 1.092
72 H 0.861 1.488 2.950  C68 1.087
73 H 0.358 3.505 4.305  C69 1.090
74 H 1.439 4.377 3.134  C69 1.087
75 O -0.531 -2.605 -3.922  C76 1.184
76 C 0.151 -2.220 -4.809  O75 1.184, O77 1.351, O80 1.355
77 O 1.435 -1.825 -4.665  C76 1.351, C78 1.427
78 C 1.974 -1.378 -5.909  O77 1.427, C79 1.525, H81 1.088, H82 1.089
79 C 0.702 -1.197 -6.731  C78 1.525, O80 1.409, H83 1.089, H84 1.090
80 O -0.278 -1.964 -6.069  C76 1.355, C79 1.409
81 H 2.440 -0.407 -5.758  C78 1.088
82 H 2.702 -2.060 -6.345  C78 1.089
83 H 0.861 -1.583 -7.737  C79 1.089
84 H 0.492 -0.128 -6.755  C79 1.090
85 O 2.003 -7.772 -0.826  C86 1.194
86 C 1.917 -6.586 -0.717  O85 1.194, O87 1.357, O90 1.335
87 O 2.855 -5.772 -0.171  C86 1.357, C88 1.437
88 C 2.350 -4.431 -0.280  O87 1.437, C89 1.517, H91 1.088, H92 1.092
89 C 0.889 -4.581 -0.661  C88 1.517, O90 1.432, H93 1.086, H94 1.093
90 O 0.879 -5.904 -1.206  C86 1.335, C89 1.432
91 H 2.491 -3.820 0.609  C88 1.088
92 H 2.878 -3.919 -1.087  C88 1.092
93 H 0.591 -3.785 -1.338  C89 1.086
94 H 0.179 -4.604 0.170  C89 1.093

***

Model Q:
9 unconnected molecules or ions with the total composition C27H40O27, computed with the ωB97M-V functional and the def2-TZVPD basis.

E_HOMO = -0.3878 hartree
Kohn-Sham gap = 10.933 eV
LUMO energy = 0.014 Eh
SMILES string = COC(=O)OC.COC(=O)OC.O=C1OCCO1.O=C1OCCO1.O=C1OCCO1.O=C1OCCO1.O=C1OCCO1.O=C1OCCO1.O=C1OCCO1

Each atom is followed by the atoms it is bonded to, with distances in Å.
Cartesian coordinates (Å):
1 C -17.071 -4.210 0.418  O2 1.403, H7 1.082, H8 1.089, H9 1.095
2 O -17.525 -4.221 -0.910  C1 1.403, C3 1.317
3 C -18.227 -3.153 -1.227  O2 1.317, O4 1.218, O5 1.304
4 O -18.584 -2.324 -0.411  C3 1.218
5 O -18.640 -3.278 -2.458  C3 1.304, C6 1.436
6 C -19.491 -2.258 -3.005  O5 1.436, H10 1.088, H11 1.084, H12 1.082
7 H -16.398 -5.047 0.552  C1 1.082
8 H -17.917 -4.229 1.102  C1 1.089
9 H -16.506 -3.298 0.636  C1 1.095
10 H -19.922 -2.757 -3.870  C6 1.088
11 H -18.864 -1.443 -3.347  C6 1.084
12 H -20.324 -2.020 -2.357  C6 1.082
13 C -20.304 1.051 -2.232  O14 1.443, H19 1.081, H20 1.086, H21 1.085
14 O -19.073 1.562 -1.680  C13 1.443, C15 1.308
15 C -19.092 1.777 -0.389  O14 1.308, O16 1.220, O17 1.340
16 O -20.077 1.617 0.314  C15 1.220
17 O -17.915 2.269 0.020  C15 1.340, C18 1.435
18 C -17.755 2.811 1.340  O17 1.435, H22 1.094, H23 1.092, H24 1.085
19 H -20.183 0.973 -3.304  C13 1.081
20 H -21.032 1.822 -1.999  C13 1.086
21 H -20.617 0.084 -1.849  C13 1.085
22 H -18.309 2.257 2.104  C18 1.094
23 H -18.118 3.841 1.362  C18 1.092
24 H -16.704 2.817 1.605  C18 1.085
25 O -23.033 3.741 -1.910  C26 1.197
26 C -22.521 4.136 -0.903  O25 1.197, O27 1.362, O30 1.355
27 O -21.469 4.997 -0.810  C26 1.362, C28 1.425
28 C -21.212 5.322 0.554  O27 1.425, C29 1.573, H31 1.088, H32 1.086
29 C -22.341 4.560 1.340  C28 1.573, O30 1.429, H33 1.087, H34 1.083
30 O -22.981 3.786 0.322  C26 1.355, C29 1.429
31 H -20.261 4.933 0.910  C28 1.088
32 H -21.215 6.394 0.729  C28 1.086
33 H -22.971 5.292 1.838  C29 1.087
34 H -21.842 3.889 2.029  C29 1.083
35 O -22.987 2.490 -4.533  C36 1.181
36 C -24.128 2.726 -4.728  O35 1.181, O37 1.365, O40 1.346
37 O -25.153 1.992 -4.206  C36 1.365, C38 1.426
38 C -26.368 2.686 -4.482  O37 1.426, C39 1.532, H41 1.091, H42 1.094
39 C -26.033 3.641 -5.632  C38 1.532, O40 1.445, H43 1.085, H44 1.088
40 O -24.588 3.660 -5.580  C36 1.346, C39 1.445
41 H -27.166 1.974 -4.703  C38 1.091
42 H -26.714 3.251 -3.611  C38 1.094
43 H -26.507 4.602 -5.463  C39 1.085
44 H -26.259 3.309 -6.644  C39 1.088
45 O -13.974 2.104 -0.105  C46 1.168
46 C -14.584 1.275 -0.656  O45 1.168, O47 1.383, O50 1.335
47 O -15.046 0.144 -0.005  C46 1.383, C48 1.420
48 C -15.893 -0.566 -0.896  O47 1.420, C49 1.538, H51 1.089, H52 1.085
49 C -15.598 0.056 -2.271  C48 1.538, O50 1.428, H53 1.088, H54 1.096
50 O -14.923 1.272 -1.947  C46 1.335, C49 1.428
51 H -15.618 -1.619 -0.905  C48 1.089
52 H -16.938 -0.398 -0.662  C48 1.085
53 H -16.474 0.180 -2.905  C49 1.088
54 H -14.939 -0.578 -2.875  C49 1.096
55 O -23.847 2.649 3.423  C56 1.147
56 C -23.315 1.807 2.853  O55 1.147, O57 1.344, O60 1.329
57 O -23.974 0.924 2.082  C56 1.344, C58 1.430
58 C -23.104 -0.171 1.781  O57 1.430, C59 1.537, H61 1.085, H62 1.092
59 C -21.774 0.198 2.455  C58 1.537, O60 1.410, H63 1.082, H64 1.090
60 O -22.018 1.519 2.884  C56 1.329, C59 1.410
61 H -23.510 -1.133 2.075  C58 1.085
62 H -23.001 -0.133 0.694  C58 1.092
63 H -20.953 0.167 1.752  C59 1.082
64 H -21.552 -0.480 3.279  C59 1.090
65 O -15.711 3.822 -4.291  C66 1.139
66 C -16.816 4.099 -4.278  O65 1.139, O67 1.354, O70 1.335
67 O -17.475 4.609 -5.346  C66 1.354, C68 1.432
68 C -18.847 4.855 -5.020  O67 1.432, C69 1.514, H71 1.095, H72 1.095
69 C -18.921 4.410 -3.574  C68 1.514, O70 1.415, H73 1.086, H74 1.087
70 O -17.630 3.943 -3.232  C66 1.335, C69 1.415
71 H -19.287 5.845 -5.178  C68 1.095
72 H -19.486 4.229 -5.652  C68 1.095
73 H -19.591 3.555 -3.571  C69 1.086
74 H -19.255 5.172 -2.874  C69 1.087
75 O -15.290 2.904 3.722  C76 1.199
76 C -15.676 3.154 4.829  O75 1.199, O77 1.377, O80 1.362
77 O -16.624 2.402 5.486  C76 1.377, C78 1.426
78 C -16.815 2.975 6.777  O77 1.426, C79 1.517, H81 1.087, H82 1.096
79 C -16.489 4.435 6.525  C78 1.517, O80 1.446, H83 1.084, H84 1.090
80 O -15.539 4.364 5.437  C76 1.362, C79 1.446
81 H -17.788 2.757 7.211  C78 1.087
82 H -16.117 2.447 7.437  C78 1.096
83 H -16.017 4.926 7.369  C79 1.084
84 H -17.342 4.995 6.140  C79 1.090
85 O -19.911 -0.346 6.029  C86 1.146
86 C -19.057 -0.638 5.322  O85 1.146, O87 1.354, O90 1.340
87 O -18.511 -1.877 5.289  C86 1.354, C88 1.427
88 C -17.536 -1.931 4.248  O87 1.427, C89 1.536, H91 1.091, H92 1.086
89 C -17.302 -0.449 3.914  C88 1.536, O90 1.430, H93 1.090, H94 1.094
90 O -18.457 0.193 4.459  C86 1.340, C89 1.430
91 H -16.602 -2.319 4.657  C88 1.091
92 H -17.813 -2.524 3.381  C88 1.086
93 H -17.138 -0.184 2.870  C89 1.090
94 H -16.400 -0.062 4.398  C89 1.094

***

In terms of stability, model P leads; the second structure lies 11.0 kcal/mol higher.